DFT (wB97M-V/def2-TZVPD) results for 2 unconnected molecules or ions with the total composition C2O3S.

energy above the lowest of the compared OMol25 structures with the same formula, charge and spin: 0.8 kcal per mole
HOMO energy: -0.40109 Ha
strongest force on any atom: 1.8 eV Å⁻¹
gap between HOMO and LUMO: 11.40 eV
electronic energy: -19052.7554 eV

The geometry in ORCA input format:
```
! wB97M-V def2-TZVPD RIJCOSX def2/J DEFGRID3
* xyz 0 1
O 1.752 -0.202 0.905
C 1.389 0.498 0.078
O 1.026 1.196 -0.754
O -0.721 -1.545 -0.394
C -1.320 -0.601 -0.107
S -2.126 0.654 0.271
*
```

=====

DFT (wB97M-V/def2-TZVPD) results for a molecular structure, IMg.

energy above the lowest of the compared OMol25 structures with the same formula, charge and spin: 0.0 kcal per mole
HOMO energy: -0.53214 Ha
strongest force on any atom: 0.1 eV Å⁻¹
gap between HOMO and LUMO: 6.89 eV
electronic energy: -13538.3963 eV

The geometry in ORCA input format:
```
! wB97M-V def2-TZVPD RIJCOSX def2/J DEFGRID3
* xyz 1 1
Mg -0.260 -0.123 1.193
I 0.260 0.123 -1.193
*
```

=====

DFT (wB97M-V/def2-TZVPD) results for a single C2H4INOS molecule.

energy above the lowest of the compared OMol25 structures with the same formula, charge and spin: 51.2 kcal per mole
HOMO energy: -0.31962 Ha
strongest force on any atom: 2.6 eV Å⁻¹
gap between HOMO and LUMO: 7.72 eV
electronic energy: -24609.7321 eV

The geometry in ORCA input format:
```
! wB97M-V def2-TZVPD RIJCOSX def2/J DEFGRID3
* xyz 0 1
C -0.938 -0.235 0.335
O 0.221 0.456 -0.170
N 1.059 0.637 0.886
C 1.924 1.588 0.726
S 3.267 1.781 1.807
I 4.046 4.043 1.789
H -1.258 -1.099 -0.244
H -1.767 0.529 0.309
H -0.699 -0.414 1.340
H 1.983 2.045 -0.280
*
```

=====

Question: Look up the strongest force on any atom of the second one.
Answer: 0.1 eV Å⁻¹